Entry 1:
ORCA calculation (ωB97M-V with the def2-TZVPD basis set) on a molecular structure, C38H46I2N5O6PReS5 at a distorted geometry.

- LUMO level (spin up / spin down) (eV) = -0.26 / -0.26
- max |F| (eV/Å) = 2.4
- HOMO energy (spin up / spin down) (eV) = -7.0 / -6.7
- electronic energy (a.u.) = -5206.77988
- HOMO-LUMO gap (spin up / spin down) (eV) = 6.74 / 6.46

The geometry in ORCA input format:
```
! wB97M-V def2-TZVPD RIJCOSX def2/J DEFGRID3
* xyz 0 2
Re 0.94 -0.34 0.33
I 3.71 0.54 7.77
C 2.74 0.32 5.91
C 1.37 0.53 5.81
C 0.78 0.32 4.59
I -1.28 0.72 4.38
C 1.44 -0.17 3.44
O 0.74 -0.49 2.41
C 2.85 -0.31 3.58
C 3.69 -0.89 2.47
N 3.49 -0.32 1.15
C 3.92 1.05 0.98
C 2.78 1.98 1.30
C 3.00 3.17 1.97
C 1.96 4.05 2.20
C 0.71 3.70 1.71
C 0.55 2.50 1.06
N 1.55 1.61 0.85
C 3.46 -0.05 4.79
H 0.79 0.84 6.66
H 4.76 -0.81 2.76
H 3.44 -1.95 2.38
H 3.93 -0.94 0.48
H 4.78 1.30 1.62
H 4.20 1.21 -0.07
H 4.00 3.40 2.30
H 2.11 4.98 2.72
H -0.15 4.34 1.84
H -0.42 2.21 0.68
H 4.53 -0.20 4.88
O -4.68 -6.61 1.48
S -4.83 -5.29 2.01
O -5.81 -5.09 3.03
N -3.38 -4.63 2.57
C -3.12 -3.57 1.93
S -2.01 -2.33 2.46
C -3.93 -3.26 0.74
C -3.67 -2.34 -0.27
C -4.62 -2.20 -1.27
C -5.78 -2.96 -1.27
C -5.99 -3.95 -0.31
C -5.04 -4.09 0.67
H -2.75 -1.78 -0.27
H -4.45 -1.48 -2.05
H -6.52 -2.81 -2.04
H -6.86 -4.58 -0.33
C -1.12 -1.27 -3.39
C -0.30 0.00 -3.19
C 0.08 0.61 -4.54
C -1.20 0.99 -2.45
P 1.21 -0.36 -2.08
C 2.35 1.04 -2.54
C 1.97 2.28 -2.04
C 2.77 3.40 -2.16
C 4.01 3.29 -2.78
C 4.39 2.07 -3.31
C 3.57 0.96 -3.19
C 2.05 -1.96 -2.70
C 3.33 -2.06 -1.86
C 1.22 -3.20 -2.33
C 2.34 -2.03 -4.20
H -2.10 -1.01 -3.80
H -1.28 -1.77 -2.44
H -0.65 -1.95 -4.10
H -0.83 0.77 -5.12
H 0.72 -0.05 -5.12
H 0.59 1.56 -4.41
H -2.16 1.05 -2.96
H -0.77 1.99 -2.43
H -1.36 0.62 -1.43
H 1.02 2.37 -1.52
H 2.45 4.34 -1.75
H 4.65 4.15 -2.86
H 5.34 1.98 -3.81
H 3.93 0.04 -3.62
H 3.04 -2.31 -0.84
H 3.90 -1.13 -1.85
H 3.96 -2.86 -2.23
H 0.85 -3.15 -1.31
H 1.86 -4.08 -2.39
H 0.38 -3.37 -2.99
H 2.84 -1.15 -4.60
H 1.42 -2.18 -4.77
H 2.98 -2.90 -4.38
S -2.13 0.31 0.84
C -2.99 1.73 0.98
N -3.77 1.94 2.05
C -4.54 3.13 2.31
C -4.01 4.28 1.45
C -3.82 3.81 0.02
N -2.91 2.69 0.03
H -3.73 1.22 2.77
H -4.46 3.38 3.37
H -5.59 2.94 2.07
H -3.04 4.60 1.84
H -4.70 5.12 1.49
H -3.38 4.60 -0.60
H -4.79 3.52 -0.42
H -2.48 2.40 -0.83
O 0.18 -4.48 0.59
S 0.48 -3.15 1.05
O -0.28 -2.14 0.28
O 1.88 -2.81 1.10
S -0.29 -3.19 3.04
*
```

Results of the Mulliken charge analysis, in e, for atoms 1 through 5: 0.82, 0.02, -0.69, -0.14, -0.19


Entry 2:
ORCA calculation (ωB97M-V with the def2-TZVPD basis set) on a molecular structure, C32H45BCdF6N7O11S4 at a distorted geometry.

- LUMO level (eV) = 1.85
- max |F| (eV/Å) = 3.2
- HOMO energy (eV) = -4.2
- electronic energy (a.u.) = -4841.93648
- HOMO-LUMO gap (eV) = 6.06

The geometry in ORCA input format:
```
! wB97M-V def2-TZVPD RIJCOSX def2/J DEFGRID3
* xyz -1 1
Cd -1.72 -1.43 -0.60
F -2.98 -5.12 -5.25
C -3.09 -3.79 -4.84
F -4.40 -3.41 -4.93
F -2.28 -3.06 -5.57
S -2.52 -3.60 -3.01
O -2.52 -2.15 -2.67
O -1.28 -4.37 -2.99
N -3.67 -4.39 -2.21
S -4.24 -4.09 -0.71
O -4.70 -5.25 -0.01
O -3.40 -3.17 0.08
C -5.68 -3.05 -1.24
F -6.35 -2.61 -0.16
F -5.17 -1.94 -1.91
F -6.52 -3.73 -2.07
C 5.82 -1.37 6.95
C 5.20 -2.07 5.77
C 5.97 -2.72 4.83
C 5.40 -3.30 3.68
C 4.04 -3.10 3.44
C 3.20 -2.44 4.39
C 3.84 -1.92 5.52
S 3.51 -3.91 1.93
O 4.15 -5.22 1.83
O 3.86 -2.97 0.84
N 1.87 -3.92 1.99
C 0.88 -4.43 2.96
C -0.53 -4.29 2.36
C -0.93 -2.91 1.88
O -1.65 -2.07 2.44
O -0.39 -2.65 0.69
H 6.90 -1.44 6.86
H 5.47 -1.76 7.91
H 5.57 -0.31 6.91
H 7.04 -2.71 4.94
H 5.90 -4.02 3.05
H 2.17 -2.19 4.11
H 3.21 -1.38 6.30
H 1.54 -3.50 1.16
H 1.00 -3.94 3.89
H 1.11 -5.45 3.23
H -1.24 -4.66 3.12
H -0.62 -5.02 1.52
C 0.73 3.80 5.37
C -0.09 3.76 4.09
C 0.46 2.88 3.00
N -0.27 2.52 1.99
N 0.28 1.57 1.15
C 1.51 1.21 1.58
N 2.17 0.26 0.88
S 2.03 2.06 2.99
H 0.18 4.41 6.12
H 1.69 4.32 5.21
H 0.83 2.80 5.76
H -0.24 4.81 3.73
H -1.10 3.41 4.38
H 1.61 -0.22 0.18
H 2.90 -0.29 1.29
C -3.85 2.63 1.30
C -4.55 1.88 0.18
C -6.03 2.27 0.08
O -4.41 0.43 0.48
B -3.56 -0.05 -0.43
O -3.31 0.76 -1.51
C -3.85 2.11 -1.26
C -4.74 2.43 -2.41
C -2.61 3.02 -1.18
H -4.39 2.46 2.27
H -3.86 3.71 1.07
H -2.85 2.23 1.42
H -6.57 2.13 1.01
H -6.51 1.77 -0.76
H -6.00 3.36 -0.10
H -5.35 1.55 -2.70
H -4.10 2.78 -3.25
H -5.34 3.33 -2.22
H -1.72 2.53 -0.68
H -2.79 3.99 -0.70
H -2.23 3.24 -2.23
C 0.32 4.08 -5.51
C 1.66 4.28 -4.70
N 2.13 3.03 -4.07
C 3.56 3.14 -3.77
C 4.41 2.87 -5.00
C 1.30 2.51 -3.11
O 0.36 3.13 -2.59
C 1.39 1.02 -2.90
C 2.43 0.10 -3.28
C 2.31 -1.20 -2.80
C 1.22 -1.59 -2.01
N 0.26 -0.76 -1.69
C 0.34 0.52 -2.13
H 0.07 5.02 -5.99
H -0.50 3.93 -4.76
H 0.41 3.27 -6.22
H 1.60 5.06 -3.93
H 2.47 4.57 -5.35
H 3.73 2.48 -2.94
H 3.71 4.15 -3.25
H 4.13 1.95 -5.52
H 5.47 2.74 -4.70
H 4.39 3.69 -5.72
H 3.26 0.37 -3.86
H 3.00 -2.00 -3.08
H 1.12 -2.68 -1.76
H -0.42 1.25 -1.85
*
```

Results of the Mulliken charge analysis, in e, for atoms 1 through 5: 3.32, -0.22, 0.41, -0.20, -0.17


Entry 3:
ORCA calculation (ωB97M-V with the def2-TZVPD basis set) on C2HF3N2 in the gas phase at a distorted geometry.

- energy above the lowest of the compared OMol25 structures with the same formula, charge and spin (kJ/mol) = 82.4
- LUMO level (spin up / spin down) (eV) = 0.78 / -4.52
- max |F| (eV/Å) = 19.9
- HOMO energy (spin up / spin down) (eV) = -5.2 / -12.9
- electronic energy (a.u.) = -485.66060
- HOMO-LUMO gap (spin up / spin down) (eV) = 5.93 / 8.38

The geometry in ORCA input format:
```
! wB97M-V def2-TZVPD RIJCOSX def2/J DEFGRID3
* xyz 0 3
C 0.92 -1.17 -0.07
C -1.50 -0.58 0.07
N -0.35 -1.13 0.49
N 1.96 -1.37 -0.45
F -2.28 -1.54 -0.59
F -2.24 -0.25 1.21
F -1.41 0.43 -0.77
H -0.29 -1.37 1.45
*
```

Results of the natural (NBO) charge analysis, in e, for atoms 1 through 5: 0.21, 1.08, -0.56, -0.22, -0.33


Entry 4:
ORCA calculation (ωB97M-V with the def2-TZVPD basis set) on 2 unconnected molecules or ions with the total composition C2H10NO at a distorted geometry.

- energy above the lowest of the compared OMol25 structures with the same formula, charge and spin (kJ/mol) = 144.6
- LUMO level (eV) = -3.77
- max |F| (eV/Å) = 3.5
- HOMO energy (eV) = -15.3
- electronic energy (a.u.) = -211.90333
- HOMO-LUMO gap (eV) = 11.51

The geometry in ORCA input format:
```
! wB97M-V def2-TZVPD RIJCOSX def2/J DEFGRID3
* xyz 1 1
N 0.14 2.41 -0.28
H -0.01 2.55 -1.27
H -0.45 1.44 0.19
H -0.20 3.29 0.15
H 1.13 2.33 -0.09
C 0.01 -0.76 -0.14
O -1.11 0.02 0.55
C 0.12 -2.20 0.13
H 1.02 -0.26 0.07
H -0.07 -0.53 -1.18
H -1.35 -0.51 1.30
H -0.80 -2.86 0.06
H 0.72 -2.34 1.18
H 0.87 -2.58 -0.67
*
```

Results of the natural (NBO) charge analysis, in e, for atoms 1 through 5: -0.93, 0.44, 0.51, 0.45, 0.44


Entry 5:
ORCA calculation (ωB97M-V with the def2-TZVPD basis set) on a molecular structure, C29H19BiBr3N4O11S2.

- energy above the lowest of the compared OMol25 structures with the same formula, charge and spin (kJ/mol) = 4.4
- LUMO level (eV) = 1.84
- max |F| (eV/Å) = 0.6
- HOMO energy (eV) = -5.3
- electronic energy (a.u.) = -10896.41268
- HOMO-LUMO gap (eV) = 7.14

The geometry in ORCA input format:
```
! wB97M-V def2-TZVPD RIJCOSX def2/J DEFGRID3
* xyz -1 1
Bi 0.06 -0.03 -0.17
O -4.10 -2.16 1.44
C -2.81 -1.95 1.17
O -2.32 -2.08 0.07
C -2.01 -1.62 2.39
C -2.51 -1.67 3.67
C -1.67 -1.30 4.71
C -0.39 -0.86 4.43
C 0.00 -0.81 3.09
N -0.77 -1.21 2.11
C 1.34 -0.21 2.71
O 2.23 -0.20 3.54
O 1.43 0.25 1.50
H -4.57 -2.16 0.58
H -3.53 -1.98 3.84
H -2.02 -1.32 5.74
H 0.30 -0.53 5.19
O -4.13 1.15 0.77
S -2.81 1.45 0.26
O -2.53 0.85 -1.04
O -1.73 1.15 1.21
C -2.76 3.21 -0.07
C -4.00 3.77 -0.36
C -4.09 5.06 -0.87
C -2.94 5.79 -1.10
C -1.70 5.24 -0.79
C -1.59 3.96 -0.27
S 0.09 3.46 0.18
O 0.11 3.28 1.60
O 0.94 4.48 -0.38
O 0.28 2.17 -0.58
H -4.88 3.18 -0.19
H -5.06 5.49 -1.09
H -3.00 6.79 -1.52
H -0.79 5.80 -0.94
Br 0.61 -6.77 -4.44
C 2.14 -6.27 -3.43
C 2.67 -7.16 -2.51
C 3.79 -6.79 -1.78
C 4.35 -5.53 -1.93
C 3.83 -4.66 -2.89
C 2.72 -5.03 -3.63
N 5.56 -5.26 -1.20
N 5.79 -4.15 -0.68
C 4.80 -3.14 -0.58
C 5.22 -1.87 -0.94
C 4.33 -0.81 -1.11
C 2.96 -0.98 -0.88
O 2.10 -0.06 -1.14
C 2.55 -2.25 -0.32
N 1.25 -2.35 0.02
C 0.79 -3.48 0.52
C 1.63 -4.57 0.78
C 2.95 -4.48 0.46
C 3.45 -3.32 -0.17
H 2.22 -8.14 -2.38
H 4.23 -7.48 -1.07
H 4.27 -3.69 -3.04
H 2.30 -4.34 -4.36
H 6.27 -1.74 -1.17
H 4.67 0.16 -1.44
H -0.28 -3.51 0.73
H 1.22 -5.46 1.25
H 3.62 -5.30 0.70
Br -0.54 -2.37 -3.07
C -1.52 -0.75 -3.48
Br -0.39 0.80 -3.57
H -2.23 -0.57 -2.68
H -2.00 -0.88 -4.44
*
```

Results of the natural (NBO) charge analysis, in e, for atoms 1 through 5: 2.18, -0.67, 0.78, -0.58, 0.08


Entry 6:
ORCA calculation (ωB97M-V with the def2-TZVPD basis set) on 7 unconnected molecules or ions with the total composition C6H26NO6 at a distorted geometry.

- energy above the lowest of the compared OMol25 structures with the same formula, charge and spin (kJ/mol) = 0.0
- LUMO level (spin up / spin down) (eV) = -7.51 / -11.15
- max |F| (eV/Å) = 2.0
- HOMO energy (spin up / spin down) (eV) = -17.9 / -17.9
- electronic energy (a.u.) = -749.78276
- HOMO-LUMO gap (spin up / spin down) (eV) = 10.42 / 6.77

The geometry in ORCA input format:
```
! wB97M-V def2-TZVPD RIJCOSX def2/J DEFGRID3
* xyz 2 2
C 1.39 3.02 -0.65
C 0.96 1.61 -0.33
C 2.08 0.80 0.39
C 1.64 0.40 1.76
C 0.96 -0.82 1.96
C 1.94 1.30 2.86
N 0.55 0.91 -1.60
H 2.27 3.05 -1.30
H 1.63 3.58 0.25
H 0.60 3.58 -1.16
H 0.05 1.66 0.27
H 2.99 1.39 0.48
H 2.36 -0.09 -0.18
H 0.74 -1.52 1.14
H 0.63 -1.13 2.94
H 3.02 1.38 3.02
H 1.59 2.32 2.61
H 1.47 1.00 3.79
H 0.52 -0.15 -1.49
H 1.18 1.16 -2.35
H -0.42 1.16 -1.86
H -2.55 -1.59 -0.48
H -3.17 -2.11 -1.84
O -2.47 -1.55 -1.47
H 0.89 -4.67 -0.75
H 2.15 -3.95 -0.25
O 1.19 -3.83 -0.39
H -2.41 1.67 -2.17
H -2.19 0.20 -1.65
O -1.87 1.13 -1.57
H -1.94 1.33 0.24
H -2.30 1.84 1.66
O -1.78 1.18 1.19
H 0.65 -2.42 -1.37
H -0.73 -1.75 -1.83
O 0.25 -1.67 -1.86
H -2.42 -0.50 1.35
H -2.15 -2.00 1.80
O -2.70 -1.44 1.22
*
```

Results of the natural (NBO) charge analysis, in e, for atoms 1 through 5: -0.63, -0.05, -0.52, 0.36, -0.06


Entry 7:
ORCA calculation (ωB97M-V with the def2-TZVPD basis set) on 2 unconnected molecules or ions with the total composition C6H14N2O2 at a distorted geometry.

- structure (SMILES) = CNC(C)=O.CNC(C)=O
- energy above the lowest of the compared OMol25 structures with the same formula, charge and spin (kJ/mol) = 111.6
- LUMO level (eV) = 0.57
- max |F| (eV/Å) = 2.5
- HOMO energy (eV) = -9.1
- electronic energy (a.u.) = -497.01502
- HOMO-LUMO gap (eV) = 9.64

The geometry in ORCA input format:
```
! wB97M-V def2-TZVPD RIJCOSX def2/J DEFGRID3
* xyz 0 1
C 1.91 2.08 -1.17
C -1.67 2.16 -0.08
C 0.43 2.41 -1.12
O -0.06 3.13 -1.96
N -0.20 2.08 0.05
H 2.43 3.01 -0.98
H 0.08 1.42 0.75
H -1.95 2.80 -0.88
H 2.10 1.18 -0.58
H 2.25 1.77 -2.16
H -2.17 1.19 -0.13
H -2.05 2.56 0.86
C 1.39 -1.59 -0.40
C -1.53 -2.79 1.65
C -0.65 -1.84 0.87
O -0.82 -0.63 0.85
N 0.34 -2.46 0.14
H 0.61 -3.34 0.55
H 1.02 -1.39 -1.39
H -0.93 -3.23 2.45
H 1.34 -0.59 0.01
H 2.35 -2.08 -0.35
H -2.39 -2.26 2.05
H -1.81 -3.59 0.96
*
```

Results of the natural (NBO) charge analysis, in e, for atoms 1 through 5: -0.71, -0.43, 0.67, -0.63, -0.63


Entry 8:
ORCA calculation (ωB97M-V with the def2-TZVPD basis set) on 2 unconnected molecules or ions with the total composition C4H12NO2 at a distorted geometry.

- energy above the lowest of the compared OMol25 structures with the same formula, charge and spin (kJ/mol) = 212.5
- LUMO level (eV) = -3.69
- max |F| (eV/Å) = 2.1
- HOMO energy (eV) = -14.7
- electronic energy (a.u.) = -364.55428
- HOMO-LUMO gap (eV) = 10.99

The geometry in ORCA input format:
```
! wB97M-V def2-TZVPD RIJCOSX def2/J DEFGRID3
* xyz 1 1
O -2.00 1.64 0.15
C -1.41 1.24 1.12
C -0.30 0.19 0.91
C 1.00 0.66 1.55
C 2.02 1.37 0.66
N -0.41 -0.32 -0.52
H -1.63 1.54 2.15
H -0.59 -0.71 1.49
H 1.54 -0.21 1.95
H 0.79 1.25 2.44
H 2.18 0.80 -0.25
H 1.66 2.37 0.34
H 2.93 1.62 1.21
H 0.32 -0.43 -1.22
H -1.25 0.21 -0.84
H -0.66 -1.31 -0.46
H -1.83 -2.74 -4.05
H -0.84 -3.91 -3.32
O -1.53 -3.25 -3.29
*
```

Results of the natural (NBO) charge analysis, in e, for atoms 1 through 5: -0.49, 0.43, -0.15, -0.42, -0.61